12
Properties=species:S:1:pos:R:3:forces:R:3 method="wB97M-V/def2-TZVPD" e_tot_ev=-6315.567 homo_energy_ev=-9.591 lumo_energy_ha=0.036 multiplicity=1 orbital_gap_ev=10.58
C -1.66030 0.71394 -1.24935 -0.535 -0.039 0.089
C -2.83850 0.61241 -1.02998 0.454 0.057 -0.103
C 0.49455 0.16179 -0.31492 0.229 -0.247 0.454
C 0.99168 -0.37366 0.64189 -0.165 0.245 -0.445
C -0.20450 0.80057 -1.43934 0.006 0.012 -0.019
C 1.60710 -1.02209 1.79922 0.046 -0.037 0.060
H -3.88028 0.51712 -0.81848 0.165 0.032 -0.079
H 0.92930 -1.75850 2.24341 0.083 0.121 -0.097
H 2.52570 -1.53940 1.50629 -0.114 0.067 0.056
H 0.09725 1.85227 -1.52310 -0.069 -0.157 0.039
H 1.85859 -0.28626 2.56945 -0.028 -0.100 -0.117
H 0.07941 0.32181 -2.38508 -0.073 0.045 0.161

12
Properties=species:S:1:pos:R:3:forces:R:3 method="wB97M-V/def2-TZVPD" e_tot_ev=-6310.868 homo_energy_ev=-8.538 lumo_energy_ha=-0.017 multiplicity=1 orbital_gap_ev=8.09
C 2.12243 -0.07299 0.25943 -0.307 -0.302 0.073
C -0.46675 1.35925 0.34217 0.131 0.735 -0.072
C -0.53959 -0.11907 0.46780 0.117 -0.044 0.004
C 0.92472 -0.30816 0.40392 0.492 0.121 -0.077
C 0.00676 2.50480 0.18755 -0.218 -0.861 0.105
C -1.28447 -0.84570 -0.65865 -0.064 -0.004 -0.067
H -1.20403 -1.93373 -0.56568 -0.004 0.162 0.007
H -2.33834 -0.56260 -0.60584 0.148 -0.047 0.000
H 1.38675 1.01135 0.18569 -0.137 0.197 0.003
H -0.89572 -0.52758 -1.62912 -0.049 -0.048 0.138
H 3.18890 -0.05357 0.16240 -0.171 0.009 0.018
H -0.90065 -0.45201 1.45033 0.062 0.082 -0.132

23
Properties=species:S:1:pos:R:3:forces:R:3 method="wB97M-V/def2-TZVPD" e_tot_ev=-42313.153 homo_energy_ev=-9.284 lumo_energy_ha=-0.152 multiplicity=1 orbital_gap_ev=5.15
I -3.83936 3.30473 0.70841 0.077 -0.936 -0.225
S -3.60414 0.96753 1.29556 0.316 -0.783 0.280
O 0.49782 -2.83715 -0.99700 0.612 1.214 0.722
O 0.51303 -1.72555 1.65561 0.338 0.455 -1.051
O 3.95635 2.69681 -1.77414 -0.238 -1.653 0.707
O 5.97022 0.79900 -0.99011 -1.876 -0.088 0.052
O 4.18203 -0.47634 -0.44757 -0.088 0.782 -0.296
O 2.10127 -1.28546 -1.37156 -0.943 -0.511 0.929
O 2.11351 -0.37687 0.79648 -1.128 -1.029 -0.041
O 2.53589 1.07470 -1.08831 0.623 0.044 0.028
C 1.21229 -1.36622 0.72216 0.086 1.503 4.181
C -2.01680 0.20652 0.64323 1.373 -1.180 -0.926
C 1.20469 -1.92265 -0.60549 -0.255 -2.252 -4.280
C -5.04123 -0.08417 0.71510 -1.131 -0.959 -0.275
C 4.76291 0.63687 -0.91650 4.170 -2.327 0.943
C 3.75495 1.58677 -1.30894 -2.232 3.853 -1.612
B 2.73306 -0.26589 -0.52792 0.612 0.187 -0.289
H -2.25595 -0.89592 0.25418 0.350 2.456 0.968
H -5.76631 0.52601 0.02804 1.597 -1.258 1.221
H -1.27870 0.12708 1.55096 -1.546 0.225 -1.648
H -5.62171 -0.43093 1.68734 1.364 0.963 -1.957
H -1.50878 0.79416 -0.23295 -1.241 -0.905 1.719
H -4.60503 -1.05302 0.20343 -0.843 2.198 0.849

19
Properties=species:S:1:pos:R:3:forces:R:3 method="wB97M-V/def2-TZVPD" e_tot_ev=-89539.055 homo_energy_ev=-8.863 lumo_energy_ha=0.019 multiplicity=1 orbital_gap_ev=9.37
Br 3.22284 0.79841 0.25266 -0.668 -0.031 0.319
F 1.34657 -3.11834 -0.09170 -0.101 0.782 0.486
F -0.76823 -3.15889 -0.31605 0.054 1.200 -0.426
F 0.49990 -1.69891 -1.41962 -0.779 0.268 -0.439
O 1.06568 -1.36536 1.86455 -1.237 0.092 2.075
N -0.75953 1.25058 -0.22346 -1.239 2.807 -1.394
N -0.41177 2.59551 -0.51184 2.282 -2.416 0.404
C 1.38837 1.30325 0.21349 -0.111 1.225 -1.711
C 0.09567 -1.30010 0.96210 -0.943 2.914 -3.668
C 0.25742 0.52300 0.14679 0.615 -4.444 2.395
C -2.09733 0.89010 -0.62279 -1.664 0.659 -0.263
C 0.93442 2.55687 -0.33086 -0.731 1.256 1.144
C 0.27496 -2.27496 -0.26250 0.680 -1.777 1.133
H 1.50233 3.52751 -0.39191 -0.599 -1.379 -0.146
H -1.02864 -1.35374 1.27838 2.476 0.131 0.120
H -2.82769 1.29274 0.11761 0.496 -0.391 -0.364
H 1.93592 -1.66037 1.62127 0.378 -0.233 -0.954
H -2.41171 1.39042 -1.61223 0.963 -0.954 1.406
H -2.21918 -0.19772 -0.67389 0.127 0.292 -0.117

14
Properties=species:S:1:pos:R:3:forces:R:3 method="wB97M-V/def2-TZVPD" charge=+3 e_tot_ev=-77626.764 homo_energy_ev=-19.162 lumo_energy_ha=-0.615 multiplicity=1 orbital_gap_ev=2.41
Hf 1.31218 -7.32464 7.65150 2.948 0.672 1.537
Br 3.61301 -6.56637 9.06304 -3.045 -0.960 -1.834
C 3.15590 -1.27371 11.81005 -2.910 3.255 -0.467
C 1.84330 -1.48304 11.41167 -0.949 -3.552 -0.888
C 2.50052 -3.87172 11.42043 0.268 -1.081 -0.801
C 4.10383 -2.27576 11.98703 2.145 -0.740 1.170
C 3.78041 -3.56559 11.83681 0.585 -1.148 0.620
C 1.48902 -2.86416 11.19380 0.245 4.023 0.134
H 2.25276 -4.86383 11.07297 0.044 -0.308 0.460
H 5.06144 -1.98440 12.39261 0.332 -0.016 -0.215
H 1.11968 -0.70944 11.20112 0.122 0.226 0.213
H 0.53185 -3.12788 10.76875 -0.177 -0.084 0.250
H 3.37589 -0.23928 12.02902 0.562 0.172 0.126
H 4.53186 -4.29039 12.11319 -0.170 -0.460 -0.305

18
Properties=species:S:1:pos:R:3:forces:R:3 method="wB97M-V/def2-TZVPD" charge=-1 e_tot_ev=-94271.735 homo_energy_ev=-5.045 lumo_energy_ha=0.089 multiplicity=1 orbital_gap_ev=7.46
Br 3.70291 0.65624 0.40094 -0.566 0.122 0.068
S 0.99234 -1.36180 0.23364 0.454 0.798 0.101
O -1.27788 3.54480 0.76067 0.211 1.785 0.078
O -2.10859 1.49285 1.06960 0.588 -0.163 -0.319
N 1.02332 1.52397 0.38097 0.058 1.629 2.379
N 1.90720 0.73377 -1.64037 -0.976 0.802 -2.675
C 0.00652 -0.93015 1.75443 1.827 3.982 -2.378
C -0.41079 1.16084 -1.44939 -3.072 -0.783 0.961
C -0.12097 1.74878 -0.10292 -0.091 -1.173 -0.309
C 0.77836 1.06471 -2.19698 2.942 0.712 -0.892
C -1.26202 2.33153 0.67450 -1.223 -0.611 0.286
C 1.85001 0.73512 -0.30119 0.850 -3.702 1.574
H -0.45658 -1.75029 2.17198 -1.028 -1.735 0.738
H 0.71641 -0.40542 2.41760 -0.359 -0.606 0.117
H -0.66429 -0.10096 1.37955 0.008 -1.345 0.920
H -0.73965 0.04433 -1.24219 0.307 1.771 -0.047
H 0.86044 1.51674 -3.18608 -0.177 -0.773 -0.292
H -1.22818 1.76806 -1.87381 0.247 -0.708 -0.312